ORCA calculation (ωB97M-V/def2-TZVPD) on a molecular structure, C38H50F3N6O15Sn in a non-equilibrium geometry.

Structure (XYZ):
```
113
Properties=species:S:1:pos:R:3:forces:R:3:lowdin_charge:R:1
Sn -0.124 -0.274 -0.124 -1.0 2.4 -0.1 1.41
C 3.153 2.359 -1.051 -0.4 -0.7 0.1 -0.05
C 2.176 2.683 -2.194 0.2 1.6 -0.4 -0.50
C 3.059 2.835 -3.483 -1.0 1.4 0.7 -0.13
C 2.368 2.759 -4.839 -0.9 0.9 1.0 -0.20
C 1.433 1.593 -4.892 0.6 -0.8 0.2 -0.17
C 0.481 1.463 -3.676 1.0 0.1 -0.2 -0.43
N 1.302 1.543 -2.383 -2.3 -0.1 -0.7 -0.10
O 0.313 1.484 -1.302 1.2 -0.6 -0.4 -0.44
C 0.033 -0.004 -3.845 -0.8 0.9 0.0 -0.06
C -0.743 2.463 -3.850 0.5 -1.3 -0.2 -0.01
C 1.438 4.057 -1.917 0.3 -0.2 -0.1 -0.02
H 2.638 2.185 -0.099 0.0 0.6 -0.3 0.05
H 3.980 3.081 -0.949 -0.4 -0.1 -0.1 0.09
H 3.546 1.368 -1.285 0.4 0.1 -0.1 0.07
H 3.847 2.117 -3.382 0.6 -0.5 -0.3 0.10
H 3.463 3.867 -3.468 0.4 -0.6 0.4 0.12
H 3.181 2.793 -5.536 0.2 -0.3 -1.0 0.10
H 1.752 3.663 -5.005 0.4 0.0 0.1 0.11
H 2.038 0.667 -4.927 -0.2 0.2 0.1 0.12
H 0.784 1.566 -5.767 0.1 0.2 -0.3 0.11
H -0.863 -0.213 -3.302 -0.7 0.0 0.2 0.05
H 0.739 -0.703 -3.451 0.7 0.1 -0.1 0.03
H -0.146 -0.232 -4.895 -0.1 0.1 -0.2 0.09
H -1.426 2.363 -3.001 0.1 0.0 -0.2 0.05
H -1.274 2.143 -4.787 0.3 0.3 0.8 0.09
H -0.452 3.508 -3.955 0.1 0.0 0.0 0.06
H 0.462 3.872 -1.474 0.2 -0.1 0.5 0.04
H 1.188 4.556 -2.860 0.3 0.1 0.0 0.05
H 2.049 4.756 -1.276 -0.6 -0.7 -0.6 0.09
C -1.075 -3.840 -1.757 0.3 -1.7 -0.9 0.07
C -0.329 -2.819 -1.254 -0.1 1.0 -1.6 -0.43
C 0.562 -2.949 -0.162 2.1 -0.4 3.2 -0.42
O 1.060 -1.868 0.448 -0.1 -1.5 -0.5 -0.27
C 0.919 -4.170 0.228 1.0 -0.6 0.9 0.02
C 0.625 -5.314 -0.572 0.9 -0.5 1.5 -0.36
C -0.303 -5.118 -1.743 0.3 0.0 0.2 -0.33
O -0.082 -5.973 -2.586 -1.7 0.6 -1.1 0.06
O 1.180 -6.392 -0.384 -0.5 0.3 -0.1 0.06
O -0.113 -1.646 -1.753 -2.3 0.5 -0.7 -0.24
H -1.866 -3.691 -2.478 0.4 0.2 -0.4 0.09
H 1.656 -4.247 1.012 0.1 -0.3 0.1 0.13
F 2.782 0.388 1.278 0.9 -0.3 0.4 0.01
C 4.134 0.310 1.461 -0.1 0.6 -0.7 -0.25
C 4.825 1.494 1.751 0.7 -1.1 0.1 -0.01
C 6.222 1.386 1.900 -0.6 -0.2 0.4 -0.08
C 6.865 0.148 1.777 -0.3 1.4 0.0 -0.12
C 6.156 -0.960 1.413 -0.3 -1.3 0.3 -0.09
C 4.772 -0.893 1.239 0.3 0.0 0.2 0.00
H 4.236 2.382 1.882 0.1 0.4 0.0 0.10
H 6.865 2.205 2.225 -0.5 0.2 -0.2 0.10
H 7.918 0.156 1.974 0.4 -0.4 0.0 0.09
H 6.657 -1.940 1.385 -0.3 0.5 -0.3 0.11
H 4.218 -1.758 0.928 -0.3 -0.1 0.0 0.09
F -3.291 -0.433 -2.437 -0.3 -0.5 0.7 0.04
C -4.327 -1.102 -1.846 -0.1 -0.5 -1.2 -0.24
C -4.615 -2.391 -2.321 -0.2 0.6 0.9 -0.01
C -5.771 -3.044 -1.840 1.4 0.5 -1.0 -0.09
C -6.657 -2.326 -1.085 -0.2 1.0 0.5 -0.11
C -6.379 -1.002 -0.677 1.0 -1.4 -0.1 -0.07
C -5.148 -0.422 -0.955 -0.2 -0.1 -0.5 -0.01
H -3.950 -2.866 -3.028 0.1 0.0 0.0 0.10
H -5.925 -4.067 -2.160 -0.3 0.1 0.1 0.10
H -7.584 -2.772 -0.797 -0.5 -0.2 0.2 0.09
H -7.052 -0.511 -0.025 -0.6 0.5 0.5 0.09
H -4.837 0.536 -0.557 -0.2 -0.2 -0.2 0.09
F -2.334 -2.226 1.108 -0.1 -0.2 0.2 0.04
C -2.575 -2.671 2.350 0.9 -0.2 1.1 -0.28
C -1.509 -3.113 3.154 -1.0 -0.4 -0.7 0.00
C -1.833 -3.654 4.399 0.9 0.5 -0.2 -0.10
C -3.124 -3.650 4.891 0.2 0.0 -0.1 -0.12
C -4.142 -3.146 4.109 -0.3 -0.3 -0.5 -0.08
C -3.867 -2.678 2.819 -0.6 0.2 -0.5 -0.01
H -0.532 -3.195 2.692 0.1 0.2 0.2 0.11
H -1.046 -4.050 5.028 0.1 -0.1 -0.1 0.10
H -3.312 -4.089 5.858 -0.2 0.0 0.1 0.09
H -5.153 -3.266 4.484 0.0 0.4 -0.2 0.10
H -4.607 -2.344 2.080 0.0 -0.1 0.7 0.13
C 1.423 -1.308 4.437 -0.4 0.0 -1.3 0.07
N 0.821 0.046 4.145 0.4 -0.2 1.3 -0.42
O 0.524 0.314 3.025 -0.2 0.2 -0.8 0.03
O 0.627 0.778 5.116 0.1 -0.1 -0.1 0.01
H 0.576 -1.890 4.796 0.2 -0.1 0.2 0.08
H 2.242 -1.231 5.136 -0.1 0.2 0.2 0.09
H 1.750 -1.704 3.466 -0.1 0.1 0.3 0.10
C -2.197 3.625 -0.492 0.6 0.9 2.1 0.04
N -3.107 2.843 0.414 -0.8 0.1 -0.6 -0.41
O -3.341 1.700 0.134 0.5 -0.8 -0.3 0.04
O -3.689 3.410 1.325 0.6 0.7 0.2 0.04
H -1.715 4.310 0.230 -0.1 -0.3 -0.6 0.08
H -2.824 4.241 -1.117 -0.2 -0.3 -0.5 0.10
H -1.437 2.989 -0.940 -0.3 -0.3 -0.2 0.05
C 0.571 4.296 3.497 -0.4 0.6 -0.9 0.06
N 0.571 3.360 2.344 1.4 -0.8 -0.4 -0.42
O -0.436 3.214 1.712 -1.4 0.1 -0.1 0.05
O 1.612 2.812 2.041 0.3 0.4 0.6 0.05
H -0.482 4.580 3.603 0.4 0.2 0.2 0.09
H 1.211 5.130 3.142 -0.4 -0.4 0.6 0.11
H 0.955 3.797 4.369 0.3 -0.2 0.2 0.09
C -2.726 2.143 4.346 0.1 -1.6 -0.5 0.07
N -3.253 1.020 3.478 -0.7 -0.5 -0.2 -0.43
O -4.446 0.807 3.432 -0.5 0.4 0.5 0.05
O -2.458 0.373 2.839 0.7 0.3 0.2 0.04
H -2.059 1.639 5.053 -0.1 0.3 0.0 0.09
H -3.549 2.685 4.780 -0.1 0.1 0.0 0.09
H -2.155 2.659 3.609 0.5 0.9 -0.1 0.05
C 2.365 -2.922 -3.135 0.8 1.0 1.3 0.10
N 2.899 -1.995 -2.048 0.4 -0.6 0.1 -0.41
O 3.637 -2.437 -1.184 0.0 -0.7 -0.4 0.05
O 2.583 -0.845 -2.103 -0.2 1.1 -0.3 0.06
H 2.611 -3.884 -2.716 0.0 -0.5 -0.7 0.10
H 2.879 -2.571 -4.031 0.0 -0.5 0.0 0.11
H 1.311 -2.710 -3.187 -0.3 -0.1 -0.1 0.07
```
Forces are in eV/Å.

Its HOMO energy is -4.570 eV. Its charge is -1. As for the strongest force on any atom: 0.0753 hartree/bohr. Its frontier orbital gap is 6.64 eV. Its total energy is -93838.744 eV.